(1)
The following is a DFT calculation (ωB97M-V/def2-TZVPD) of a cluster of 2 separate species, C10H17N3OS in total in a non-equilibrium geometry.

Properties
**Total charge**: +2
**E_HOMO**: -14.5061 eV
**Relative energy (zero: lowest compared OMol25 entry of this formula, charge and spin)**: 4.394 eV
**E_LUMO**: -8.24 eV

Geometry (Å):
C1 -2.685 0.240 0.957
C2 -2.340 -1.414 -0.731
C3 -1.312 0.286 1.156
C4 -0.993 -1.188 -0.740
C5 -3.241 -0.652 -0.032
C6 -0.499 -0.328 0.235
C7 4.129 1.012 -1.075
C8 5.800 -0.120 0.357
C9 -4.774 -0.772 -0.298
C10 4.463 0.320 0.149
N1 1.654 -2.605 1.260
N2 1.133 -1.599 1.560
N3 -5.398 0.632 -0.207
O1 1.926 -0.677 -0.836
S1 1.323 -0.168 0.454
H1 -3.267 0.795 1.644
H2 -2.819 -1.916 -1.661
H3 -0.804 1.033 1.757
H4 -0.419 -1.676 -1.420
H5 3.447 1.769 -0.927
H6 5.004 1.242 -1.576
H7 3.721 0.245 -1.782
H8 5.962 -0.191 1.452
H9 6.596 0.551 -0.143
H10 5.868 -1.078 -0.124
H11 -4.915 -1.054 -1.380
H12 -5.184 -1.461 0.496
H13 3.764 0.072 0.936
H14 2.265 -2.840 0.413
H15 -4.579 1.201 0.044
H16 -6.177 0.658 0.407
H17 -5.749 0.950 -1.091

(2)
The following is a DFT calculation (ωB97M-V/def2-TZVPD) of a cluster of 2 separate species, C26H34F4N2P in total in a non-equilibrium geometry.

Properties
**Total charge**: +1
**E_HOMO**: -10.5141 eV
**Relative energy (zero: lowest compared OMol25 entry of this formula, charge and spin)**: 0.410 eV
**E_LUMO**: -6.44 eV

Geometry (Å):
F1 4.494 -1.424 -5.468
C1 3.277 -1.912 -5.137
C2 2.439 -2.412 -6.117
C3 1.205 -2.940 -5.787
F2 0.392 -3.420 -6.755
C4 0.818 -2.993 -4.466
C5 1.652 -2.513 -3.445
C6 1.296 -2.708 -2.074
C7 2.018 -2.216 -1.003
C8 1.924 -2.683 0.291
C9 2.757 -2.224 1.363
C10 3.006 -3.045 2.475
C11 3.854 -2.643 3.483
F3 4.133 -3.475 4.512
C12 4.447 -1.395 3.423
C13 4.210 -0.557 2.349
F4 4.778 0.670 2.307
C14 3.386 -0.971 1.327
C15 2.881 -1.946 -3.820
H1 2.760 -2.402 -7.143
H2 -0.140 -3.418 -4.230
H3 0.465 -3.361 -1.867
H4 2.769 -1.474 -1.202
H5 1.290 -3.530 0.481
H6 2.576 -4.029 2.531
H7 5.108 -1.078 4.208
H8 3.208 -0.291 0.516
H9 3.565 -1.564 -3.085
C16 -1.490 3.391 3.974
C17 -2.233 2.451 3.012
C18 -3.379 1.771 3.782
C19 -2.833 3.281 1.862
N1 -1.288 1.372 2.547
C20 0.134 1.599 2.178
C21 0.309 2.314 0.845
C22 -0.257 1.478 -0.298
N2 -1.726 1.328 -0.188
C23 -2.541 0.669 -1.291
C24 -3.622 1.678 -1.715
C25 -3.217 -0.626 -0.793
C26 -1.665 0.325 -2.510
P1 -2.174 0.477 1.303
H10 -1.088 -0.391 1.153
H11 -0.717 3.953 3.453
H12 -2.180 4.105 4.425
H13 -1.019 2.822 4.774
H14 -3.966 1.129 3.126
H15 -2.985 1.154 4.589
H16 -4.050 2.513 4.216
H17 -3.355 2.648 1.147
H18 -3.556 3.999 2.252
H19 -2.075 3.845 1.324
H20 0.633 2.146 2.989
H21 0.624 0.616 2.147
H22 -0.207 3.279 0.870
H23 1.365 2.559 0.668
H24 -0.017 1.940 -1.265
H25 0.199 0.481 -0.311
H26 -3.169 2.634 -1.977
H27 -4.178 1.323 -2.581
H28 -4.332 1.851 -0.907
H29 -2.467 -1.368 -0.502
H30 -3.856 -0.424 0.074
H31 -3.844 -1.070 -1.572
H32 -0.891 -0.395 -2.244
H33 -2.269 -0.114 -3.304
H34 -1.188 1.215 -2.920

(3)
The following is a DFT calculation (ωB97M-V/def2-TZVPD) of a structure of composition C31H27BGeN8W in a non-equilibrium geometry.

Properties
**Spin multiplicity**: 4
**Total charge**: +1
**E_HOMO (spin up / spin down)**: -9.9801 / -10.7404 eV
**Relative energy (zero: lowest compared OMol25 entry of this formula, charge and spin)**: 0.000 eV
**⟨S²⟩**: 3.777
**E_LUMO (spin up / spin down)**: -2.96 / -4.12 eV

Geometry (Å):
W1 -0.783 0.277 -0.283
C1 3.505 -0.502 -1.132
C2 2.151 -0.613 -1.407
N1 1.433 0.081 -0.519
N2 2.323 0.661 0.334
C3 3.571 0.311 -0.014
B1 1.703 1.523 1.461
N3 0.752 0.604 2.311
C4 0.870 0.217 3.588
C5 -0.215 -0.575 3.920
C6 -0.973 -0.634 2.760
N4 -0.382 0.065 1.788
N5 0.819 2.620 0.773
C7 0.970 3.950 0.748
C8 -0.051 4.506 -0.002
C9 -0.812 3.424 -0.417
N6 -0.276 2.289 0.040
N7 2.680 2.194 2.391
C10 2.355 2.973 3.461
C11 3.517 3.439 4.011
C12 4.529 2.879 3.203
N8 4.029 2.133 2.239
H1 4.328 -0.942 -1.667
H2 1.648 -1.155 -2.193
H3 4.405 0.683 0.552
H4 1.706 0.545 4.183
H5 -0.431 -1.025 4.873
H6 -1.920 -1.113 2.577
H7 1.793 4.415 1.267
H8 -0.219 5.548 -0.208
H9 -1.707 3.388 -1.017
H10 1.326 3.139 3.743
H11 3.627 4.084 4.866
H12 5.599 2.989 3.292
C13 -2.728 0.579 -0.110
Ge1 -3.390 -0.387 -1.681
C14 -5.183 -0.961 -1.939
C15 -6.105 -0.809 -0.902
C16 -7.421 -1.216 -1.078
C17 -7.819 -1.773 -2.285
C18 -6.908 -1.928 -3.322
C19 -5.592 -1.522 -3.150
C20 -1.963 -1.773 -1.554
C21 -1.528 -2.248 -0.305
C22 -0.442 -3.135 -0.202
C23 0.183 -3.588 -1.341
C24 -0.266 -3.161 -2.596
C25 -1.299 -2.254 -2.702
C26 -2.595 0.752 -3.057
C27 -3.243 1.535 -4.002
C28 -2.533 2.482 -4.742
C29 -1.174 2.669 -4.538
C30 -0.502 1.902 -3.591
C31 -1.226 0.968 -2.872
H13 -5.804 -0.368 0.042
H14 -8.137 -1.097 -0.275
H15 -8.846 -2.086 -2.423
H16 -7.222 -2.362 -4.262
H17 -4.888 -1.647 -3.966
H18 -2.103 -2.024 0.582
H19 -0.118 -3.475 0.774
H20 1.011 -4.281 -1.268
H21 0.212 -3.535 -3.493
H22 -1.601 -1.904 -3.682
H23 -4.309 1.425 -4.161
H24 -3.050 3.082 -5.479
H25 -0.632 3.403 -5.120
H26 0.560 2.027 -3.424
H27 -0.620 0.251 -2.277

(4)
The following is a DFT calculation (ωB97M-V/def2-TZVPD) of a structure of composition C18H18BrN6O3PdS2.

Properties
**Spin multiplicity**: 3
**Total charge**: +1
**E_HOMO (spin up / spin down)**: -11.7665 / -12.2017 eV
**⟨S²⟩**: 2.022
**E_LUMO (spin up / spin down)**: -3.91 / -6.04 eV

Geometry (Å):
Pd1 -0.516 2.078 0.692
C1 4.893 2.307 -2.250
C2 3.536 2.347 -1.602
C3 2.690 3.448 -1.719
C4 1.447 3.471 -1.105
C5 1.122 2.334 -0.384
Br1 -0.816 4.368 1.222
N1 1.873 1.295 -0.252
C6 3.072 1.277 -0.849
H1 5.053 3.181 -2.877
H2 5.002 1.419 -2.872
H3 5.682 2.282 -1.498
H4 3.006 4.309 -2.296
H5 0.782 4.315 -1.193
H6 3.668 0.382 -0.717
O1 -6.865 -4.510 0.281
S1 -6.737 -4.529 -1.169
O2 -7.346 -5.704 -1.745
O3 -7.270 -3.303 -1.737
C7 -4.987 -4.548 -1.523
N2 -4.490 -5.618 -2.113
C8 -3.177 -5.572 -2.338
C9 -2.401 -4.484 -1.976
C10 -3.043 -3.422 -1.357
N3 -4.354 -3.459 -1.129
C11 -2.346 -2.179 -0.915
C12 -0.968 -2.024 -0.989
C13 -0.394 -0.836 -0.578
N4 -1.120 0.178 -0.114
C14 -2.451 0.031 -0.024
C15 -3.097 -1.122 -0.408
H7 -2.743 -6.437 -2.824
H8 -1.342 -4.483 -2.185
H9 -0.325 -2.811 -1.354
H10 0.675 -0.674 -0.612
H11 -3.014 0.872 0.365
H12 -4.170 -1.209 -0.325
S2 0.036 0.886 2.833
C16 1.506 1.680 3.203
N5 2.450 1.140 3.968
C17 3.649 1.980 4.040
C18 3.133 3.305 3.453
N6 1.887 2.889 2.798
H13 2.414 0.184 4.275
H14 4.443 1.549 3.430
H15 4.002 2.078 5.063
H16 3.824 3.733 2.731
H17 2.925 4.047 4.224
H18 1.204 3.555 2.454

(5)
The following is a DFT calculation (ωB97M-V/def2-TZVPD) of a structure of composition C34H63AlN7O2 in a non-equilibrium geometry.

Properties
**Total charge**: +1
**E_HOMO**: -9.3115 eV
**E_LUMO**: -7.53 eV

Geometry (Å):
Al1 0.077 -0.942 8.053
C1 0.223 -0.896 -0.617
C2 1.357 -0.670 0.385
C3 2.025 0.696 0.183
O1 0.864 -0.843 1.693
H1 0.638 -1.045 -1.614
H2 -0.591 -0.172 -0.575
H3 -0.395 -1.785 -0.494
H4 2.186 -1.371 0.287
H5 1.369 1.564 0.240
H6 2.508 0.680 -0.794
H7 2.826 0.911 0.890
C4 -0.971 5.038 4.838
C5 -1.445 5.518 6.276
C6 -3.026 5.540 6.344
O2 -0.843 4.715 7.218
H8 -1.264 5.816 4.133
H9 -1.376 4.050 4.616
H10 0.109 4.996 4.983
H11 -1.017 6.516 6.370
H12 -3.455 4.806 5.662
H13 -3.313 6.539 6.015
H14 -3.300 5.424 7.393
C7 -0.627 -10.203 2.153
C8 0.055 -9.037 1.482
C9 0.709 -8.029 2.392
C10 -0.161 -7.521 3.402
N1 -0.840 -7.111 4.331
H15 -0.053 -10.846 2.820
H16 -0.881 -10.898 1.353
H17 -1.426 -9.929 2.842
H18 -0.737 -8.531 0.930
H19 0.774 -9.458 0.778
H20 1.120 -7.222 1.786
H21 1.502 -8.422 3.028
C11 -4.586 -4.563 -4.878
C12 -5.552 -5.767 -4.910
C13 -6.982 -5.454 -5.232
C14 -7.802 -5.208 -4.153
N2 -8.485 -4.924 -3.265
H22 -4.619 -4.151 -5.887
H23 -3.560 -4.915 -4.770
H24 -4.890 -3.892 -4.075
H25 -5.550 -6.149 -3.889
H26 -5.164 -6.589 -5.511
H27 -7.373 -6.370 -5.675
H28 -7.070 -4.516 -5.782
C15 8.951 6.057 8.059
C16 8.153 5.726 6.799
C17 6.586 5.564 7.114
C18 6.211 4.359 7.986
N3 5.970 3.398 8.586
H29 8.741 7.118 8.198
H30 9.995 5.902 7.787
H31 8.739 5.499 8.971
H32 8.592 4.777 6.490
H33 8.350 6.461 6.018
H34 6.071 5.444 6.161
H35 6.256 6.466 7.630
C19 2.677 0.508 -8.977
C20 1.806 -0.431 -8.197
C21 2.224 -1.883 -8.200
C22 2.784 -2.390 -9.505
N4 3.235 -2.753 -10.519
H36 2.481 0.141 -9.984
H37 3.715 0.613 -8.661
H38 2.320 1.526 -9.135
H39 0.799 -0.329 -8.601
H40 1.610 -0.041 -7.198
H41 1.448 -2.559 -7.842
H42 3.040 -2.119 -7.517
C23 8.707 5.619 -2.172
C24 7.359 5.476 -2.937
C25 7.283 6.542 -4.064
C26 5.947 6.992 -4.517
N5 4.919 7.318 -4.874
H43 8.924 4.694 -1.638
H44 8.568 6.253 -1.296
H45 9.532 5.941 -2.807
H46 6.547 5.593 -2.219
H47 7.324 4.483 -3.385
H48 7.724 6.197 -5.000
H49 7.832 7.454 -3.829
C27 -3.192 3.657 -4.044
C28 -2.765 4.469 -2.852
C29 -3.867 5.174 -2.075
C30 -4.802 4.084 -1.678
N6 -5.535 3.218 -1.387
H50 -3.966 4.192 -4.595
H51 -3.545 2.653 -3.809
H52 -2.331 3.612 -4.710
H53 -2.040 5.232 -3.136
H54 -2.084 3.869 -2.248
H55 -4.268 6.003 -2.659
H56 -3.506 5.547 -1.117
C31 -8.508 -6.534 4.540
C32 -7.265 -6.241 3.654
C33 -7.176 -4.780 3.114
C34 -6.636 -3.846 4.141
N7 -6.290 -3.045 4.969
H57 -9.382 -6.248 3.954
H58 -8.528 -5.899 5.426
H59 -8.482 -7.544 4.948
H60 -7.284 -6.946 2.823
H61 -6.362 -6.464 4.221
H62 -8.134 -4.415 2.743
H63 -6.459 -4.743 2.294

(6)
The following is a DFT calculation (ωB97M-V/def2-TZVPD) of an isolated molecule of C7H12 in a non-equilibrium geometry.

Properties
**Structure (SMILES)**: C=C/C(=C/C)CC
**Total charge**: 0
**E_HOMO**: -7.7951 eV
**Relative energy (zero: lowest compared OMol25 entry of this formula, charge and spin)**: 2.640 eV
**E_LUMO**: 0.59 eV

Geometry (Å):
C1 0.334 2.551 0.326
C2 0.311 1.581 -0.633
C3 0.223 0.132 -0.402
C4 0.089 -0.641 -1.499
C5 0.121 -2.145 -1.642
C6 0.201 -0.465 0.981
C7 -0.749 0.116 2.012
H1 -0.346 3.370 0.100
H2 1.149 2.751 1.010
H3 0.050 1.914 -1.636
H4 0.359 -0.102 -2.407
H5 -0.322 -2.382 -2.608
H6 1.138 -2.504 -1.557
H7 -0.566 -2.576 -0.914
H8 1.223 -0.645 1.343
H9 -0.031 -1.512 0.754
H10 -1.758 -0.064 1.619
H11 -0.839 -0.528 2.884
H12 -0.588 1.152 2.269

(7)
The following is a DFT calculation (ωB97M-V/def2-TZVPD) of a structure of composition C4H10 in a non-equilibrium geometry.

Properties
**Total charge**: 0
**E_HOMO**: -10.6171 eV
**Relative energy (zero: lowest compared OMol25 entry of this formula, charge and spin)**: 8.431 eV
**E_LUMO**: -0.47 eV

Geometry (Å):
C1 1.590 0.572 1.429
C2 1.546 1.462 0.138
C3 -1.117 -1.098 -0.190
C4 -0.934 -0.534 0.967
H1 2.628 0.708 1.841
H2 1.272 -0.382 0.958
H3 0.941 0.761 2.289
H4 2.390 2.168 0.122
H5 0.483 1.754 0.128
H6 1.579 0.842 -0.803
H7 -0.074 -2.063 -0.302
H8 -4.754 -2.456 -3.092
H9 -4.446 -1.840 -2.693
H10 -1.103 0.105 -0.793

(8)
The following is a DFT calculation (ωB97M-V/def2-TZVPD) of a cluster of 2 separate species, C3H11N2OS in total in a non-equilibrium geometry.

Properties
**Total charge**: -1
**E_HOMO**: -2.7512 eV
**Relative energy (zero: lowest compared OMol25 entry of this formula, charge and spin)**: 0.929 eV
**E_LUMO**: 3.91 eV

Geometry (Å):
C1 1.062 -0.981 0.023
C2 1.959 -0.233 -0.973
S1 1.228 0.142 -2.644
N1 -0.019 -0.112 0.557
C3 -1.183 -0.954 0.896
N2 -2.194 -0.276 1.733
H1 1.574 -1.147 1.014
H2 0.654 -1.940 -0.270
H3 2.280 0.729 -0.613
H4 2.777 -0.942 -1.246
H5 -0.393 0.607 -0.035
H6 -1.737 -1.387 0.029
H7 -0.820 -1.759 1.516
H8 -2.348 0.695 1.491
H9 -1.723 -0.203 2.644
H10 -0.464 3.328 -1.549
H11 0.096 1.968 -1.344
O1 -0.748 2.467 -1.229